(1)
The following is a quantum chemistry calculation of a 5-piece molecular cluster, C39H43BrFO18P overall, from OMol25.

Structure (SMILES): Cc1ccc(CC2=CC(=O)c3c(CCCCOC=O)c(CC(=O)Br)c(CCF)c([PH2]=O)c3C2=O)cc1.O=C1OCCO1.O=C1OCCO1.O=C1OCCO1.O=C1OCCO1
Kohn-Sham gap in eV: 7.92
ΔE to the lowest compared entry with this formula, charge and spin in kcal per mole: 0.0

```
103
C39H43BrFO18P ωB97M-V/def2-TZVPD
C -0.6205 -5.3028 2.0517
C -0.0329 -5.0618 0.6888
C -0.4569 -3.9601 -0.0625
C 0.0899 -3.7088 -1.3008
C 1.0735 -4.5149 -1.8568
C 1.7059 -4.1619 -3.2056
C 2.2692 -2.7583 -3.0690
C 1.5504 -1.6470 -3.2074
C 2.2002 -0.3234 -2.9921
O 1.9317 0.6367 -3.6722
C 3.2448 -0.3131 -1.8858
C 3.4286 0.7548 -0.9999
C 2.5731 2.0039 -1.0016
C 1.4277 1.8081 0.0627
C 0.0696 1.2932 -0.4251
C -0.9544 2.4121 -0.6817
O -0.4400 3.4444 -1.5325
C -0.5386 3.1575 -2.8353
O -1.0563 2.1824 -3.2993
C 4.4400 0.6219 -0.0289
C 4.5793 1.7760 0.9494
C 5.2200 3.0183 0.3557
O 5.9691 3.0292 -0.5472
Br 4.6464 4.6966 1.2082
C 5.2432 -0.5051 0.0483
C 6.3377 -0.6315 1.1023
C 7.7267 -0.1805 0.6097
F 7.6144 0.7838 -0.3753
C 5.0392 -1.5818 -0.8382
P 6.0935 -3.0587 -0.6475
O 5.6310 -3.8936 0.4953
C 4.0270 -1.4643 -1.7804
C 3.7183 -2.5993 -2.7253
O 4.5577 -3.3258 -3.1918
C 1.4806 -5.6142 -1.1261
C 0.9286 -5.8841 0.1218
H -1.6214 -5.7350 2.0073
H -0.7230 -4.3609 2.5971
H 0.0296 -5.9296 2.6631
H -1.2076 -3.2789 0.3242
H -0.2573 -2.8290 -1.8207
H 1.0026 -4.2268 -4.0314
H 2.5541 -4.8369 -3.3171
H 0.5022 -1.6511 -3.4789
H 2.1786 2.2218 -1.9826
H 3.1416 2.8760 -0.6827
H 1.2769 2.7247 0.6384
H 1.7946 1.0599 0.7710
H 0.1141 0.6732 -1.3200
H -0.3511 0.6629 0.3543
H -1.2048 2.8486 0.2814
H -1.8864 2.0047 -1.0679
H -0.1127 3.9324 -3.4825
H 3.5724 2.0722 1.2506
H 5.0632 1.4784 1.8750
H 6.1167 0.0048 1.9554
H 6.3768 -1.6453 1.5033
H 8.2995 0.2646 1.4255
H 8.3152 -0.9950 0.1907
H 6.1574 -3.7882 -1.8367
H 7.4046 -2.6003 -0.4270
H 2.2518 -6.2814 -1.4956
H 1.2702 -6.7439 0.6887
O -2.1708 0.7171 1.6961
C -2.1989 1.4390 2.6464
O -2.8137 1.1460 3.8131
C -2.4492 2.1484 4.7739
C -2.0775 3.3174 3.8930
O -1.6287 2.6624 2.6964
H -3.2820 2.3660 5.4366
H -1.6080 1.7783 5.3619
H -2.9343 3.9474 3.6488
H -1.2880 3.9353 4.3130
O -4.2792 -4.4228 -2.0793
C -3.9665 -3.2928 -1.8948
O -2.7149 -2.7952 -2.0731
C -2.7800 -1.3703 -1.9640
C -4.0130 -1.1700 -1.1233
O -4.8033 -2.3200 -1.4538
H -1.8801 -0.9860 -1.4901
H -2.8704 -0.9377 -2.9624
H -3.7854 -1.1901 -0.0573
H -4.5424 -0.2518 -1.3600
O -6.3354 3.5889 3.0905
C -6.2581 2.4482 2.7624
O -5.8737 1.4384 3.5872
C -6.1121 0.1980 2.9064
C -6.0862 0.6200 1.4564
O -6.5246 1.9836 1.5245
H -5.3389 -0.5274 3.1477
H -7.0816 -0.1959 3.2164
H -5.0819 0.5991 1.0330
H -6.7483 0.0313 0.8267
O -4.5903 2.0291 -0.8949
C -4.3813 3.1746 -0.6479
O -4.4558 4.1766 -1.5469
C -4.3741 5.4174 -0.8371
C -3.6558 5.0138 0.4310
O -4.0399 3.6407 0.5713
H -3.8321 6.1572 -1.4199
H -5.3853 5.7804 -0.6480
H -2.5696 5.0663 0.3313
H -3.9645 5.5887 1.3003
```

Here are the Löwdin charges for atoms 1 to 99, given in e: -0.05 -0.27 -0.03 -0.04 -0.21 -0.05 -0.12 0.06 -0.31 0.12 -0.01 -0.07 -0.08 -0.14 -0.15 -0.17 -0.01 -0.35 0.08 -0.10 -0.13 -0.79 0.09 0.68 -0.14 -0.12 -0.19 -0.04 -0.16 0.77 -0.43 -0.07 -0.28 0.09 -0.03 -0.04 0.08 0.08 0.07 0.11 0.08 0.13 0.11 0.13 0.10 0.08 0.12 0.11 0.10 0.09 0.10 0.11 0.15 0.08 0.12 0.10 0.10 0.12 0.09 0.02 0.01 0.12 0.11 0.15 -0.55 0.06 -0.10 -0.10 0.05 0.14 0.13 0.13 0.13 0.17 -0.56 0.03 -0.11 -0.12 0.06 0.12 0.14 0.13 0.11 0.15 -0.58 0.05 -0.10 -0.11 0.06 0.13 0.13 0.10 0.14 0.15 -0.57 0.08 -0.10 -0.10 0.05

(2)
The following is a quantum chemistry calculation of one molecule with the formula C3H8N2S, from OMol25.

Structure (SMILES): CS/C(C)=N/N
Kohn-Sham gap in eV: 9.21
ΔE to the lowest compared entry with this formula, charge and spin in kcal per mole: 39.0

```
14
C3H8N2S ωB97M-V/def2-TZVPD
C 2.3465 -0.9055 0.0317
S 1.6428 0.7618 -0.1775
C -0.1097 0.4296 -0.1307
C -0.9958 1.6392 -0.0369
N -0.5404 -0.7746 -0.2176
N -1.9540 -0.8466 -0.1535
H 2.0668 -1.6172 -0.7803
H 3.4048 -0.7674 -0.0246
H 2.0828 -1.3252 1.0005
H -0.3738 2.4373 -0.3927
H -1.9733 1.5124 -0.5706
H -1.1742 1.8645 1.0171
H -2.2943 -0.5817 0.7731
H -2.1285 -1.8267 -0.3381
```

Charges per atom according to natural (NBO) partitioning, unit e: -0.73 0.23 0.11 -0.70 -0.32 -0.68 0.23 0.22 0.23 0.23 0.25 0.23 0.35 0.36

(3)
The following is a quantum chemistry calculation of a 2-piece molecular cluster, C2H4BrO2P overall, from OMol25.

2S+1: 3
Kohn-Sham gap (spin up / spin down) in eV: 8.96 / 6.56

```
10
C2H4BrO2P ωB97M-V/def2-TZVPD
C -0.6627 0.2953 0.9008
C -0.6982 0.9589 -0.4633
O 0.1340 0.2981 1.7713
O -1.7792 -0.5128 0.9579
P -2.1399 -1.6925 1.9808
Br -4.3163 2.5306 1.7847
H -0.7204 0.2162 -1.2021
H -0.0228 1.7623 -0.6668
H -1.6505 1.5151 -0.4347
H -1.3971 -1.3059 3.0334
```

Charges per atom according to natural (NBO) partitioning, unit e: 0.81 -0.72 -0.54 -0.82 0.65 0.00 0.24 0.24 0.24 -0.11

(4)
The following is a quantum chemistry calculation of C36H40BCoNP2 as an isolated structure, from OMol25.

2S+1: 4
Kohn-Sham gap (spin up / spin down) in eV: 5.68 / 6.87
ΔE to the lowest compared entry with this formula, charge and spin in kcal per mole: 63.8

```
81
C36H40BCoNP2 ωB97M-V/def2-TZVPD
Co -0.1292 0.4627 -2.0161
C -1.9769 0.8953 -5.4866
C -1.9252 -0.4264 -5.2724
C -1.2468 -1.4003 -6.1944
C 0.1981 -1.0319 -6.5736
C 0.9513 -0.2060 -5.5639
C 0.8436 1.1217 -5.4707
C 0.1297 1.9378 -6.4977
C -1.3652 1.5757 -6.6713
C 2.1667 0.3713 -0.0104
H -2.6203 1.5466 -4.8920
H -2.6348 -0.8955 -4.5723
H -1.8416 -1.4799 -7.1227
H -1.2659 -2.4031 -5.7456
H 0.7560 -1.9701 -6.7196
H 0.1844 -0.5288 -7.5538
H 1.7424 -0.7713 -5.0700
H 1.3905 1.6969 -4.7282
H 0.6121 1.8420 -7.4876
H 0.2052 3.0010 -6.2281
H -1.9194 2.5088 -6.8558
H -1.4977 0.9595 -7.5746
H 1.1978 0.7967 0.2694
H 2.9625 1.0507 0.3156
H 2.2695 -0.5919 0.5092
P -1.8704 -0.6400 -2.2613
P 2.3393 0.1488 -1.8008
C -0.2167 -1.1268 -3.1338
C 1.1473 -0.9125 -2.7819
C -2.7261 -2.0884 -1.7672
C -2.9637 -3.0566 -2.7642
C -3.5878 -4.2502 -2.4228
C -3.9308 -4.5000 -1.0859
C -3.6909 -3.5358 -0.0926
C -3.1038 -2.3180 -0.4293
C -2.9707 0.8084 -2.4820
C -2.4276 2.1225 -2.4558
C -3.2947 3.2104 -2.6452
C -4.6711 3.0011 -2.8279
C -5.2001 1.6991 -2.8256
C -4.3578 0.5993 -2.6460
C 3.7966 -0.9532 -1.8609
C 3.5766 -2.2954 -1.5002
C 4.6529 -3.1892 -1.4199
C 5.9540 -2.7439 -1.6926
C 6.1738 -1.4005 -2.0194
C 5.1032 -0.4943 -2.0834
C 2.8434 1.7903 -2.4022
C 2.5087 2.9509 -1.6735
C 2.7210 4.2303 -2.2123
C 3.2947 4.3708 -3.4894
C 3.6936 3.2241 -4.1889
C 3.4869 1.9478 -3.6457
H -0.4788 -2.0194 -3.7121
H 1.7429 -1.7869 -3.0787
H -2.6839 -2.8489 -3.7944
H -3.7969 -4.9962 -3.1936
H -4.4027 -5.4485 -0.8127
H -3.9754 -3.7363 0.9439
H -2.9300 -1.5397 0.3131
H -1.3325 2.2755 -2.3272
H -2.9021 4.2305 -2.6408
H -5.3393 3.8578 -2.9588
H -6.2697 1.5253 -2.9754
H -4.7451 -0.4239 -2.6258
H 2.5595 -2.6432 -1.2726
H 4.4703 -4.2317 -1.1463
H 6.7914 -3.4434 -1.6221
H 7.1897 -1.0441 -2.2024
H 5.2783 0.5618 -2.3014
H 2.0685 2.8467 -0.6754
H 2.4405 5.1212 -1.6349
H 3.4250 5.3720 -3.9246
H 4.1591 3.3389 -5.1755
H 3.7969 1.0738 -4.2239
B -1.5400 -0.2080 2.4772
C -1.1528 0.0659 1.0260
N -0.8466 0.2884 -0.0916
H -2.6107 0.3102 2.7446
H -0.7267 0.2409 3.2460
H -1.6548 -1.3985 2.7181
```

Charges per atom according to Löwdin partitioning, unit e: 0.10 -0.10 -0.17 -0.19 -0.17 -0.14 -0.12 -0.18 -0.18 -0.19 0.09 0.06 0.12 0.09 0.11 0.11 0.09 0.07 0.11 0.10 0.11 0.11 0.01 0.06 0.08 1.00 0.96 -0.31 -0.35 -0.36 -0.09 -0.08 -0.08 -0.06 -0.05 -0.34 -0.10 -0.08 -0.09 -0.08 -0.08 -0.30 -0.10 -0.07 -0.08 -0.07 -0.07 -0.32 -0.08 -0.07 -0.07 -0.08 -0.12 0.07 0.07 0.08 0.10 0.10 0.11 0.09 0.10 0.11 0.10 0.11 0.11 0.11 0.11 0.11 0.11 0.10 0.10 0.11 0.11 0.11 0.12 -0.45 -0.20 0.03 0.01 0.00 0.00

(5)
The following is a quantum chemistry calculation of a 5-piece molecular cluster, C21H28O15 overall, from OMol25.

Structure (SMILES): C#C[C@@H]1COC(=O)O1.C[C@@H]1COC(=O)O1.C[C@@H]1COC(=O)O1.C[C@@H]1COC(=O)O1.C[C@@H]1COC(=O)O1
Kohn-Sham gap in eV: 9.82

```
64
C21H28O15 ωB97M-V/def2-TZVPD
C 2.1266 1.3656 1.5636
C 0.8293 0.8015 1.3697
C -0.7272 0.3000 1.0183
C -1.3845 1.6379 0.3354
O -1.5666 2.5655 1.4734
C -1.4859 1.7625 2.7341
O -1.4453 2.1884 4.0060
O -1.4378 0.3462 2.3387
H 2.9618 2.2155 1.6364
H -0.8379 -0.7473 0.4581
H -2.2217 1.5412 -0.4767
H -0.4362 2.1158 -0.2050
C -1.0498 -0.7721 -5.6846
C -0.8867 -0.4022 -4.2244
C -2.1793 -0.0735 -3.5405
O -1.7632 0.7994 -2.5053
C -0.6196 1.4060 -2.9474
O -0.0880 2.3572 -2.4027
O -0.1550 0.8048 -4.0850
H -0.0732 -0.9848 -6.1322
H -1.6869 -1.6537 -5.8016
H -1.4813 0.0559 -6.2577
H -0.3408 -1.1915 -3.6941
H -2.6676 -0.9601 -3.1260
H -2.8907 0.4604 -4.1803
C -4.1382 3.2450 -8.9173
C -4.4467 1.7712 -8.7502
C -5.0378 1.4291 -7.4161
O -4.6514 0.0765 -7.2490
C -3.4970 -0.0869 -7.9645
O -2.7769 -1.0673 -7.8981
O -3.2569 0.9989 -8.7611
H -3.6950 3.4294 -9.9017
H -5.0428 3.8528 -8.8223
H -3.4044 3.5831 -8.1773
H -5.0828 1.4234 -9.5727
H -6.1275 1.5240 -7.4073
H -4.6213 2.0142 -6.5887
C 2.9890 1.1004 7.5324
C 3.7029 1.3423 6.2182
C 2.9058 0.9310 5.0174
O 3.9147 0.6442 4.0652
C 5.0214 0.2684 4.7759
O 6.0187 -0.2319 4.2868
O 4.8574 0.5253 6.1095
H 3.6256 1.4043 8.3701
H 2.0520 1.6627 7.5840
H 2.7724 0.0362 7.6761
H 4.0221 2.3891 6.1494
H 2.2515 1.7308 4.6587
H 2.3098 0.0254 5.1757
C 3.0155 -5.3886 5.1242
C 2.0392 -4.2356 5.2379
C 2.3983 -3.0584 4.3825
O 1.8053 -1.9797 5.0837
C 1.7582 -2.3529 6.3989
O 1.4875 -1.6028 7.3199
O 2.0598 -3.6794 6.5425
H 2.7100 -6.2091 5.7821
H 3.0675 -5.7645 4.0982
H 4.0201 -5.0906 5.4441
H 1.0194 -4.5836 5.0350
H 1.9856 -3.1368 3.3726
H 3.4769 -2.8779 4.3151
```

Charges per atom according to natural (NBO) partitioning, unit e: -0.25 -0.13 0.04 -0.14 -0.50 0.98 -0.56 -0.52 0.30 0.26 0.24 0.26 -0.62 0.06 -0.09 -0.51 0.97 -0.58 -0.48 0.23 0.24 0.22 0.18 0.21 0.18 -0.63 0.06 -0.10 -0.49 0.97 -0.58 -0.48 0.23 0.22 0.22 0.19 0.21 0.18 -0.64 0.06 -0.11 -0.50 0.97 -0.59 -0.49 0.22 0.22 0.25 0.17 0.21 0.22 -0.63 0.06 -0.10 -0.49 0.97 -0.58 -0.48 0.23 0.22 0.23 0.18 0.21 0.20

(6)
The following is a quantum chemistry calculation of C2H4N5O3 as an isolated structure, from OMol25.

Total charge: +1
Kohn-Sham gap in eV: 10.50
ΔE to the lowest compared entry with this formula, charge and spin in kcal per mole: 58.4

```
14
C2H4N5O3 ωB97M-V/def2-TZVPD
C 0.6004 -1.3395 0.2738
C -1.3928 0.7601 -2.2786
N -0.1170 -0.7315 -0.6575
N 0.3234 0.8930 0.7389
N 0.9646 -0.4373 1.2382
N -0.2755 0.5606 -0.3204
N 1.4612 -0.2340 2.9576
O 1.8414 -1.2624 3.2469
O 1.1603 0.7886 3.2180
O -0.8033 1.4043 -1.1228
H 0.7196 -2.3488 0.3908
H -2.4515 0.5072 -2.2701
H -0.7143 -0.0710 -2.4342
H -1.3165 1.5109 -2.9806
```

Charges per atom according to natural (NBO) partitioning, unit e: 0.24 -0.28 -0.31 0.00 -0.32 0.36 0.81 -0.14 -0.07 -0.23 0.25 0.23 0.23 0.22

(7)
The following is a quantum chemistry calculation of one molecule with the formula C3H2N2O, from OMol25.

Kohn-Sham gap (spin up / spin down) in eV: 6.76 / 6.12
ΔE to the lowest compared entry with this formula, charge and spin in kcal per mole: 77.5

```
8
C3H2N2O ωB97M-V/def2-TZVPD
C 0.5209 -0.4836 -0.1119
C 1.2550 0.7784 0.1395
C -1.9028 -0.3937 0.0843
N -0.7655 -0.7731 0.0982
N 0.7309 1.8912 -0.0729
O -3.0536 -0.3176 -0.0602
H 0.9254 -1.4138 -0.4539
H 2.2897 0.7121 0.3768
```

Charges per atom according to natural (NBO) partitioning, unit e: 0.14 -0.19 0.91 -0.54 -0.27 -0.45 0.20 0.20

(8)
The following is a quantum chemistry calculation of one molecule with the formula C22H25N3O3, from OMol25.

Structure (SMILES): Cc1ccc(CN2C(=O)C[C@H](Nc3ccc(N4CCOCC4)cc3)C2=O)cc1
Kohn-Sham gap in eV: 8.14
ΔE to the lowest compared entry with this formula, charge and spin in kcal per mole: 43.2

```
53
C22H25N3O3 ωB97M-V/def2-TZVPD
C 3.3232 1.9103 1.1130
C 2.0695 1.3758 1.7378
C 0.8190 1.8735 1.3966
C -0.3253 1.4032 2.0159
C -0.2391 0.4254 2.9968
C -1.4815 -0.0835 3.6812
N -2.0855 -1.1646 2.9171
C -1.7014 -2.4833 3.0569
O -0.9041 -2.8748 3.8662
C -2.4725 -3.3032 2.0442
C -3.3634 -2.3001 1.3009
N -3.1839 -2.2942 -0.1359
C -2.1554 -1.5576 -0.7345
C -0.8916 -1.4131 -0.1725
C 0.1017 -0.7078 -0.8267
C -0.1206 -0.1343 -2.0755
N 0.8719 0.5409 -2.7979
C 0.5746 1.8942 -3.2319
C 1.5410 2.2800 -4.3520
O 2.8790 2.1883 -3.9207
C 3.1650 0.8803 -3.4847
C 2.2428 0.4481 -2.3406
C -1.3820 -0.3055 -2.6502
C -2.3761 -0.9920 -1.9906
C -3.0198 -0.9466 1.9362
O -3.4811 0.1243 1.6419
C 1.0050 -0.1021 3.3185
C 2.1440 0.3700 2.6955
H 3.0983 2.6330 0.3321
H 3.9332 2.4047 1.8689
H 3.9178 1.1025 0.6875
H 0.7363 2.6444 0.6436
H -1.2915 1.7973 1.7382
H -2.2299 0.7086 3.7595
H -1.2410 -0.4811 4.6700
H -3.0414 -4.0752 2.5627
H -1.7835 -3.8049 1.3647
H -4.4199 -2.5049 1.5008
H -4.0518 -2.1774 -0.6399
H -0.6544 -1.8378 0.7891
H 1.0548 -0.6033 -0.3333
H -0.4517 1.9564 -3.5900
H 0.6987 2.6053 -2.3968
H 1.3872 3.3165 -4.6573
H 1.3809 1.6152 -5.2145
H 4.2061 0.8881 -3.1570
H 3.0508 0.1759 -4.3229
H 2.4653 -0.5870 -2.0780
H 2.4267 1.0939 -1.4679
H -1.5843 0.1020 -3.6292
H -3.3463 -1.1005 -2.4557
H 1.0774 -0.8838 4.0603
H 3.1085 -0.0396 2.9604
```

Charges per atom according to natural (NBO) partitioning, unit e: -0.63 -0.05 -0.17 -0.20 -0.06 -0.25 -0.47 0.71 -0.57 -0.52 -0.14 -0.59 0.13 -0.22 -0.25 0.14 -0.45 -0.24 -0.07 -0.52 -0.07 -0.25 -0.22 -0.22 0.70 -0.57 -0.21 -0.17 0.22 0.22 0.22 0.20 0.23 0.23 0.23 0.25 0.26 0.23 0.38 0.20 0.22 0.21 0.17 0.19 0.17 0.19 0.17 0.21 0.17 0.21 0.20 0.22 0.20